8
Properties=species:S:1:pos:R:3:forces:R:3:mulliken_spin:R:1 method="wB97M-V/def2-TZVPD" total_energy_ev=-23573.1312 gap_ha="0.3481 / 0.2484" lumo_energy_ev="-3.229 / -8.267" charge=+1 homo_ev="-12.70 / -15.03" multiplicity=3
O -0.18487 -0.75719 1.23465 -0.8 -0.1 0.6 0.05
O 0.05642 1.44488 0.06031 -0.8 0.8 -0.5 0.05
O 0.04230 -0.70203 -1.24563 -0.8 -0.4 -0.5 0.05
P 0.51497 -0.02916 0.06578 1.4 -0.2 0.3 0.55
I 3.39448 -0.00325 -0.00662 1.1 0.0 0.0 1.31
H -0.35007 -1.70298 1.18674 -0.1 -0.4 0.0 0.00
H 0.17940 2.01574 0.82277 0.0 0.2 0.3 -0.01
H 0.28662 -0.31119 -2.09030 0.1 0.1 -0.3 -0.01